No. 1
C4H8CuO3 as an isolated structure in a non-equilibrium geometry. Source: OMol25; level of theory: ωB97M-V/def2-TZVPD.

The charge is +1. Its multiplicity is 3. For the gap between HOMO and LUMO (spin up / spin down), the calculation gives 8.8 / 7.0 eV. The electronic energy is -55046.98716 eV. The expectation value of S² is 2.011. Its LUMO energy (spin up / spin down) is -0.166 / -0.268 Eh.

Last column: Löwdin spin population.
Element x y z (Å)
O -1.74 1.12 -1.88  0.37
C -1.85 1.71 -0.67  0.04
O -1.30 0.75 0.31  0.13
C -0.01 1.01 0.86  0.09
C 0.73 -0.27 0.96  0.64
O 0.70 -0.97 -0.24  0.17
C 1.57 -2.10 -0.32  0.01
Cu -0.92 -0.51 -1.27  0.45
H -2.89 1.86 -0.34  0.01
H -1.28 2.64 -0.57  0.02
H 0.37 1.00 2.03  0.02
H 0.77 -0.91 1.84  0.04
H 1.41 -2.57 -1.29  0.00
H 2.61 -1.76 -0.22  0.00
H 1.33 -2.81 0.48  0.00
H 0.50 1.82 0.32  0.01

=====

No. 2
One molecule with the formula C4H6N2S2 in a non-equilibrium geometry. Source: OMol25; level of theory: ωB97M-V/def2-TZVPD.

Its multiplicity is 1. For the gap between HOMO and LUMO, the calculation gives 8.7 eV. The electronic energy is -28894.12778 eV. Its LUMO energy is 0.005 Eh.

Last column: Löwdin charge in e.
Element x y z (Å)
C -1.83 -1.35 0.03  -0.71
C 0.18 -0.02 -0.68  -0.78
C 2.24 0.65 -1.47  -0.25
C 2.38 1.04 0.05  -0.36
H -2.16 -2.31 -0.50  0.10
H -0.58 -1.54 -1.48  0.14
H 3.22 0.15 -1.96  0.15
H 2.05 1.55 -2.14  0.11
H 2.62 2.15 0.11  0.09
H 2.90 0.29 0.54  0.03
N -0.82 -0.85 -0.77  -0.04
N 0.96 -0.05 -1.60  0.00
S -2.24 -0.80 1.48  0.64
S 0.56 1.05 0.68  0.88

=====

No. 3
C2H2Cl3NO4 as an isolated structure in a non-equilibrium geometry. Source: OMol25; level of theory: ωB97M-V/def2-TZVPD.

Its multiplicity is 1. For the gap between HOMO and LUMO, the calculation gives 8.3 eV. The electronic energy is -49347.13260 eV. Its LUMO energy is -0.096 Eh.

Last column: Löwdin charge in e.
Element x y z (Å)
C -0.50 0.26 -0.08  -0.83
C 0.02 0.16 -1.53  -1.21
O 0.15 -1.19 -1.78  -0.09
Cl -1.08 1.05 -2.68  0.62
Cl 1.68 0.91 -1.60  0.66
O 0.49 -0.30 0.64  -0.03
O -0.02 0.09 2.24  0.03
N 0.84 -0.38 3.05  -0.09
O 0.63 -0.12 4.24  0.02
Cl -2.13 -0.50 0.09  0.67
H -0.58 1.33 0.11  0.11
H 0.49 -1.29 -2.70  0.13

=====

No. 4
C18H21I2N8SSr as an isolated structure. Source: OMol25; level of theory: ωB97M-V/def2-TZVPD.

The charge is +1. Its multiplicity is 1. For the gap between HOMO and LUMO, the calculation gives 3.7 eV. The electronic energy is -58793.29333 eV. Its LUMO energy is -0.202 Eh.

Last column: Löwdin charge in e.
Element x y z (Å)
Sr 2.04 -0.12 -0.29  0.97
S 1.68 -0.20 2.31  0.40
C 0.44 -1.38 1.86  -0.84
N -0.03 -2.30 2.62  0.05
N 0.41 -2.36 3.86  0.00
C 0.05 -3.40 4.71  -0.23
C -0.81 -4.42 4.30  -0.03
C -1.13 -5.43 5.19  -0.08
C -0.61 -5.45 6.47  -0.09
C 0.24 -4.43 6.88  -0.09
C 0.57 -3.41 6.00  -0.03
N 0.04 -1.38 0.49  -0.16
N -0.98 -2.03 0.20  0.08
C -1.30 -2.13 -1.17  -0.26
C -2.14 -3.20 -1.48  -0.01
C -2.47 -3.46 -2.80  -0.06
C -1.99 -2.65 -3.81  -0.07
C -1.18 -1.57 -3.50  -0.08
C -0.83 -1.31 -2.19  -0.06
H 1.08 -1.66 4.17  0.08
H -1.22 -4.40 3.30  0.10
H -1.80 -6.22 4.87  0.10
H -0.87 -6.25 7.16  0.10
H 0.66 -4.43 7.87  0.11
H 1.24 -2.62 6.32  0.11
H -2.51 -3.81 -0.67  0.12
H -3.12 -4.30 -3.03  0.11
H -2.25 -2.86 -4.84  0.11
H -0.83 -0.91 -4.29  0.11
H -0.28 -0.40 -1.98  0.05
I 4.96 -0.42 -1.28  0.10
I 7.51 -0.43 -1.99  0.22
C -0.97 5.11 -3.88  -0.07
C 0.13 5.72 -3.02  -0.41
C 1.52 5.29 -3.48  -0.07
C -0.08 5.45 -1.53  -0.09
N 0.15 4.06 -1.15  -0.08
C 1.24 3.47 -0.67  -0.12
N 0.97 2.19 -0.51  -0.12
N -0.30 2.01 -0.93  -0.01
N -0.80 3.12 -1.31  0.10
H -0.80 5.34 -4.93  0.08
H -1.95 5.49 -3.61  0.09
H -1.00 4.02 -3.78  0.07
H 0.06 6.81 -3.10  0.14
H 1.62 4.20 -3.46  0.07
H 2.31 5.72 -2.86  0.08
H 1.69 5.61 -4.50  0.09
H -1.10 5.69 -1.21  0.14
H 0.60 6.05 -0.92  0.13
H 2.15 3.98 -0.41  0.15

=====

Values of energy above the lowest of the compared OMol25 structures with the same formula, charge and spin, in order: 148.1; 201.0; 82.2; 49.4, all in kJ/mol.